1.
Here is 5 unconnected molecules or ions with the total composition C5H23N2O4S from the Open Molecules 2025 dataset. Energies are from ωB97M-V/def2-TZVPD.

Values from the calculation:
* 2S+1: 1
* molecular weight: 207.316 g mol⁻¹
* net charge: +1
* gap between HOMO and LUMO: 9.9 eV
* energy relative to the best compared isomer or geometry (same formula, charge and spin): 0.649 eV

Each line ends with the Mulliken charge.
CARTESIAN COORDINATES (ANGSTROEM)
N  -0.004  0.175  -0.342  0.03
C  0.757  -0.371  0.954  0.22
C  1.995  0.487  1.198  -0.99
S  3.051  0.874  -0.269  -0.16
C  -0.214  -0.460  2.097  -0.96
N  -1.314  -1.224  1.506  -0.18
C  -2.654  -0.945  2.134  -0.56
C  -3.324  0.360  1.748  -1.16
H  -0.167  -0.755  -0.724  0.27
H  0.440  0.824  -1.036  0.46
H  -0.841  0.580  0.058  0.19
H  1.071  -1.381  0.664  0.37
H  2.687  0.054  1.911  0.45
H  1.660  1.467  1.558  0.23
H  2.367  1.790  -0.967  0.11
H  -0.504  0.551  2.407  0.38
H  0.233  -1.003  2.949  0.38
H  -1.233  -2.211  1.708  0.30
H  -2.371  -0.859  3.195  0.34
H  -3.297  -1.818  2.039  0.43
H  -3.755  0.224  0.744  0.28
H  -4.219  0.603  2.312  0.40
H  -2.623  1.199  1.757  0.26
H  0.500  1.651  -3.499  0.29
H  -0.668  0.911  -2.885  0.26
O  0.172  1.320  -2.663  -0.60
H  0.343  3.125  0.823  0.30
H  -0.384  3.486  -0.410  0.28
O  -0.297  2.752  0.204  -0.55
H  -0.178  -3.767  -1.452  0.32
H  -0.613  -3.054  -0.142  0.25
O  -0.040  -2.958  -0.931  -0.63
H  -0.469  -1.382  -4.561  0.33
H  -0.293  -1.778  -3.180  0.26
O  -0.785  -1.095  -3.676  -0.62


2.
Here is a molecular structure, C5H23N2O6 from the Open Molecules 2025 dataset. Energies are from ωB97M-V/def2-TZVPD.

Values from the calculation:
* 2S+1: 1
* molecular weight: 207.247 g mol⁻¹
* net charge: -1
* gap between HOMO and LUMO: 8.4 eV
* energy relative to the best compared isomer or geometry (same formula, charge and spin): 3.042 eV

Each line ends with the Mulliken charge.
CARTESIAN COORDINATES (ANGSTROEM)
C  -0.650  1.486  -2.910  -0.73
N  -1.258  0.683  -1.893  -0.39
C  -0.708  0.689  -0.536  1.94
C  -1.450  -0.470  0.271  -0.68
C  -0.750  -1.622  0.939  -0.38
N  -0.007  -2.488  -0.015  -0.62
C  -0.661  2.014  0.280  -0.46
O  -1.367  1.927  1.452  -0.66
H  -1.213  1.300  -3.922  0.31
H  0.385  1.094  -3.093  0.17
H  -0.541  2.569  -2.685  0.30
H  -2.283  0.535  -1.984  0.25
H  0.427  0.291  -0.611  -1.06
H  -2.258  -0.894  -0.441  0.21
H  -1.984  -0.001  1.142  0.26
H  -1.508  -2.303  1.380  0.19
H  -0.107  -1.292  1.804  -0.05
H  -0.490  -2.628  -0.883  0.36
H  0.889  -2.207  -0.155  0.34
H  0.497  2.180  0.520  0.17
H  -1.156  2.929  -0.400  0.21
H  -0.507  -1.060  -2.489  0.37
H  0.567  -2.079  -3.075  0.32
O  -0.383  -1.850  -3.120  -0.74
H  3.164  -0.251  0.980  0.24
H  1.789  -0.630  1.378  0.36
O  2.433  -0.585  0.530  -0.69
H  -0.967  1.464  2.266  0.42
H  -1.247  -0.133  3.529  0.26
O  -0.600  0.486  3.501  -0.90
H  3.417  0.812  -1.863  0.25
H  2.369  0.349  -1.116  0.29
O  2.538  0.881  -1.787  -0.50
H  1.851  -0.655  3.777  0.19
H  0.413  -0.044  3.155  0.49
O  1.463  -0.771  2.909  -1.00


3.
Here is 7 unconnected molecules or ions with the total composition C5H23N2O6 from the Open Molecules 2025 dataset. Energies are from ωB97M-V/def2-TZVPD.

Values from the calculation:
* 2S+1: 1
* molecular weight: 207.247 g mol⁻¹
* net charge: +1
* gap between HOMO and LUMO: 9.2 eV
* energy relative to the best compared isomer or geometry (same formula, charge and spin): 3.237 eV

Each line ends with the Mulliken charge.
CARTESIAN COORDINATES (ANGSTROEM)
C  -0.879  1.037  0.737  -0.79
C  0.334  0.711  1.548  -0.47
C  0.134  -0.175  2.756  0.71
C  0.959  -0.287  3.784  -1.12
C  -1.264  -2.070  3.190  -0.26
N  -1.055  -0.964  2.626  -0.30
N  -1.235  -0.109  -0.156  0.01
H  -1.800  1.237  1.275  0.49
H  -0.698  1.964  0.191  0.39
H  0.875  1.618  1.865  0.46
H  1.214  0.351  0.985  0.23
H  1.776  0.375  4.042  0.29
H  0.843  -1.051  4.539  0.18
H  -0.573  -2.556  3.889  0.19
H  -2.206  -2.578  3.003  0.26
H  -0.416  -0.524  -0.620  0.05
H  -1.602  -0.823  0.478  0.38
H  -1.932  0.192  -0.853  0.45
H  1.519  1.861  -1.476  0.37
H  2.468  1.959  -0.303  0.26
O  1.835  2.470  -0.805  -0.63
H  -3.050  -1.416  -2.158  0.31
H  -3.209  -0.170  -2.881  0.29
O  -2.511  -0.651  -2.411  -0.64
H  0.794  -2.620  -0.465  0.30
H  0.376  -2.227  -1.922  0.28
O  0.083  -2.257  -1.006  -0.63
H  -0.301  3.355  -2.279  0.31
H  -0.581  2.442  -3.508  0.28
O  -0.494  2.453  -2.558  -0.58
H  3.124  0.336  -0.870  0.27
H  2.004  -0.439  -1.556  0.36
O  2.378  -0.232  -0.674  -0.63
H  0.633  0.435  -3.338  0.19
H  1.585  -0.796  -3.773  0.28
O  1.123  -0.344  -3.062  -0.56